DFT (ωB97M-V/def2-TZVPD) results for a molecular structure, C38H36Cl2N8O2RuS.

Computed properties:
energy above the lowest of the compared OMol25 structures with the same formula, charge and spin = 6.07 kcal/mol
frontier orbital gap (spin up / spin down) = 8.00 / 4.69 eV
E_tot = -94452.899 eV
LUMO level (spin up / spin down) = -5.00 / -8.31 eV
<S²> = 6.0616
multiplicity = 5
total charge = +2

Last column: Mulliken charge in e.
Positions of all 88 atoms, in Å:
1 Ru -0.008 -0.014 0.195  0.461
2 C -4.638 -1.071 -2.934  -1.282
3 N -3.584 -0.523 -2.046  1.036
4 C -2.346 -0.957 -1.857  -0.456
5 N -1.695 -0.098 -1.079  0.207
6 C -2.636 0.872 -0.825  -0.782
7 N -3.785 0.648 -1.403  -0.846
8 C -4.641 -0.337 -4.253  0.591
9 C -5.547 0.673 -4.547  -0.655
10 C -5.391 1.419 -5.708  -0.712
11 C -4.303 1.207 -6.546  -0.632
12 C -3.399 0.195 -6.250  0.379
13 C -3.598 -0.595 -5.124  -0.278
14 C -2.087 0.012 -6.890  0.379
15 N -1.450 -1.097 -7.036  -0.506
16 N -0.107 -0.757 -7.197  -0.502
17 C -0.049 0.528 -7.133  0.358
18 O -1.273 1.093 -6.984  -0.272
19 C 1.133 1.338 -6.804  0.482
20 C 1.342 2.649 -7.213  -0.620
21 C 2.379 3.384 -6.649  -0.691
22 C 3.161 2.843 -5.636  -0.573
23 C 2.942 1.534 -5.225  0.624
24 C 3.613 0.936 -4.015  -1.449
25 N 2.739 1.072 -2.824  0.828
26 C 1.897 0.192 -2.304  -0.272
27 N 1.254 0.759 -1.285  0.179
28 C 1.768 2.032 -1.250  -0.544
29 N 2.659 2.253 -2.178  -0.827
30 C 1.958 0.779 -5.838  -0.323
31 H -5.580 -0.972 -2.403  0.495
32 H -4.412 -2.125 -3.075  0.332
33 H -1.943 -1.865 -2.280  0.534
34 H -2.453 1.743 -0.217  0.499
35 H -6.364 0.891 -3.866  0.421
36 H -6.103 2.199 -5.944  0.415
37 H -4.158 1.827 -7.422  0.491
38 H -2.875 -1.377 -4.913  0.553
39 H 0.699 3.094 -7.963  0.481
40 H 2.556 4.400 -6.979  0.416
41 H 3.927 3.446 -5.160  0.438
42 H 4.553 1.420 -3.772  0.474
43 H 3.782 -0.129 -4.157  0.394
44 H 1.774 -0.821 -2.654  0.535
45 H 1.468 2.786 -0.540  0.481
46 H 1.773 -0.246 -5.532  0.526
47 Cl 1.629 0.632 1.837  -0.051
48 C 2.573 -0.749 2.341  0.796
49 C 3.358 -0.593 3.448  -0.747
50 C 4.151 -1.667 3.862  -0.382
51 C 4.152 -2.870 3.172  -0.663
52 C 3.357 -3.023 2.056  0.213
53 Cl 3.374 -4.525 1.244  -0.136
54 C 2.526 -1.954 1.592  0.082
55 S 1.568 -2.149 0.208  0.003
56 H 3.370 0.346 3.987  0.491
57 H 4.775 -1.554 4.740  0.412
58 H 4.773 -3.694 3.499  0.468
59 C -3.708 2.275 3.014  -1.418
60 C -2.563 1.359 3.480  0.370
61 C -2.215 1.632 4.948  -1.587
62 C -2.940 -0.086 3.260  0.399
63 C -3.951 -0.668 3.977  -0.161
64 C -4.315 -2.000 3.752  -1.474
65 C -3.669 -2.779 2.776  -0.333
66 C -2.650 -2.273 2.022  0.507
67 C -1.937 -3.129 1.005  2.007
68 C -2.910 -3.888 0.095  -1.940
69 C -0.975 -4.096 1.711  -1.514
70 C -2.251 -0.902 2.272  0.456
71 O -1.245 -0.389 1.681  -0.133
72 H -3.433 3.321 3.161  0.446
73 H -4.611 2.083 3.597  0.371
74 H -3.957 2.125 1.962  0.306
75 H -1.685 1.571 2.879  0.234
76 H -3.110 1.617 5.573  0.350
77 H -1.767 2.621 5.044  0.451
78 H -1.512 0.897 5.342  0.373
79 H -4.475 -0.090 4.728  0.478
80 H -5.113 -2.440 4.339  0.419
81 H -3.985 -3.805 2.624  0.449
82 H -1.340 -2.472 0.379  -0.794
83 H -3.396 -4.708 0.628  0.468
84 H -2.372 -4.328 -0.746  0.434
85 H -3.694 -3.233 -0.292  0.422
86 H -1.525 -4.771 2.371  0.450
87 H -0.242 -3.556 2.320  0.303
88 H -0.434 -4.700 0.978  0.392

---

DFT (ωB97M-V/def2-TZVPD) results for 4 unconnected molecules or ions with the total composition C24H32ClF22NO7S at a distorted geometry.

Computed properties:
frontier orbital gap = 6.63 eV
E_tot = -124361.008 eV
LUMO level = -2.99 eV
SMILES = CC[C@@H](Cl)[C@@H](N)[C@@H](CCC(F)(F)C(F)(F)C(F)(F)C(F)(F)S(F)(F)(F)(F)F)OC.CCOC(=O)C(F)(F)F.CCOC(=O)C(F)(F)F.CCOC(=O)C(F)(F)F
total charge = 0

Last column: Mulliken charge in e.
Positions of all 88 atoms, in Å:
1 C -0.952 -3.212 3.500  -0.731
2 C 0.243 -2.730 2.481  -0.784
3 C -0.128 -2.969 0.868  1.329
4 Cl 0.922 -1.688 -0.045  -0.178
5 C 0.275 -4.421 0.289  -0.301
6 N 0.796 -5.358 1.399  -0.682
7 C -0.810 -5.254 -0.574  -0.341
8 C -2.369 -4.788 -0.496  -0.420
9 C -3.060 -5.019 0.968  0.069
10 C -4.644 -5.432 0.951  0.635
11 F -4.809 -6.442 2.065  -0.346
12 F -5.064 -6.187 -0.286  -0.318
13 C -5.681 -4.205 1.339  0.630
14 F -6.966 -4.894 1.736  -0.305
15 F -5.173 -3.574 2.575  -0.261
16 C -6.026 -3.184 0.106  0.502
17 F -7.375 -3.646 -0.409  -0.287
18 F -5.134 -3.368 -1.101  -0.224
19 C -6.263 -1.622 0.521  0.649
20 F -7.176 -1.053 -0.542  -0.256
21 F -7.040 -1.452 1.798  -0.228
22 S -4.770 -0.520 0.570  1.067
23 F -5.837 0.851 0.408  -0.371
24 F -4.951 -0.394 2.295  -0.345
25 F -3.649 -1.777 0.841  -0.054
26 F -4.547 -0.495 -1.127  -0.299
27 F -3.471 0.593 0.702  -0.313
28 O -0.292 -5.356 -1.979  -0.472
29 C -0.621 -4.148 -2.748  -0.425
30 H -1.273 -4.332 3.394  0.162
31 H -1.908 -2.559 3.302  0.129
32 H -0.582 -3.086 4.626  0.311
33 H 1.308 -3.125 2.768  0.048
34 H 0.304 -1.543 2.591  0.332
35 H -1.226 -2.608 0.744  -0.466
36 H 1.227 -4.262 -0.416  0.521
37 H 0.076 -5.497 2.139  0.229
38 H 1.710 -5.021 1.773  0.330
39 H -0.781 -6.382 -0.180  0.385
40 H -2.473 -3.622 -0.729  0.027
41 H -2.932 -5.322 -1.397  0.481
42 H -2.484 -5.915 1.497  0.421
43 H -2.843 -4.071 1.638  -0.397
44 H -1.721 -4.232 -3.191  0.186
45 H 0.129 -4.117 -3.667  0.226
46 H -0.594 -3.187 -2.081  0.148
47 C 3.835 2.451 3.484  -1.080
48 C 3.380 2.214 4.912  -0.223
49 O 2.615 1.003 5.002  -0.298
50 C 3.334 -0.161 5.092  0.216
51 O 4.560 -0.208 5.093  -0.523
52 C 2.399 -1.361 5.233  0.984
53 F 1.346 -1.315 4.366  -0.208
54 F 1.859 -1.447 6.482  -0.258
55 F 3.023 -2.552 5.006  -0.263
56 H 2.980 2.442 2.800  0.276
57 H 4.350 3.412 3.395  0.389
58 H 4.516 1.661 3.150  0.320
59 H 2.722 3.031 5.226  0.329
60 H 4.226 2.196 5.609  0.327
61 C -1.556 3.348 -1.970  -1.067
62 C -0.442 3.942 -2.813  -0.227
63 O 0.815 3.840 -2.129  -0.312
64 C 1.458 2.631 -2.222  0.404
65 O 1.014 1.668 -2.840  -0.529
66 C 2.800 2.678 -1.494  0.851
67 F 2.717 3.275 -0.270  -0.260
68 F 3.739 3.377 -2.195  -0.251
69 F 3.332 1.442 -1.275  -0.235
70 H -1.578 3.812 -0.979  0.302
71 H -2.527 3.495 -2.453  0.392
72 H -1.405 2.275 -1.816  0.299
73 H -0.632 5.008 -2.971  0.308
74 H -0.389 3.474 -3.802  0.317
75 C 4.686 5.890 -3.273  -0.895
76 C 4.919 7.387 -3.189  -0.350
77 O 5.324 7.906 -4.464  -0.300
78 C 4.317 8.164 -5.359  0.375
79 O 3.128 7.972 -5.123  -0.515
80 C 4.882 8.757 -6.649  0.840
81 F 5.990 8.096 -7.093  -0.238
82 F 5.255 10.060 -6.495  -0.244
83 F 3.992 8.736 -7.681  -0.236
84 H 5.571 5.384 -3.670  0.300
85 H 4.455 5.478 -2.286  0.292
86 H 3.857 5.657 -3.948  0.313
87 H 5.736 7.592 -2.489  0.345
88 H 4.034 7.915 -2.814  0.320